No. 1
Computed, not measured: 3 unconnected molecules or ions with the total composition C3H11O3 in a non-equilibrium geometry, with wB97M-V/def2-TZVPD.

## Properties
Energy above the lowest of the compared OMol25 structures with the same formula, charge and spin   5.5 kcal per mole
Spin multiplicity   1
Frontier orbital gap   8.07 eV
E_HOMO   -4.0615 eV
E_LUMO   4.01 eV
Net charge   -1
Largest force on an atom   1.872 eV/Å

Structure (XYZ):
```
17
Properties=species:S:1:pos:R:3:forces:R:3:lowdin_charge:R:1
C -0.18610 0.15178 0.13150 -0.94 -1.29 -0.97 -0.383
O -0.37804 -1.15921 -0.34064 0.32 0.86 0.18 -0.318
C 1.26402 0.57100 0.09923 0.55 -0.24 0.52 -0.270
C 1.46478 2.05230 0.45146 0.37 -0.85 -0.12 -0.133
H -0.74115 0.85254 -0.52817 0.09 0.14 0.06 0.105
H -0.69391 0.24161 1.10643 0.52 0.32 0.38 0.101
H 1.89274 -0.06757 0.73992 -0.43 0.18 0.45 0.102
H 1.69364 0.27414 -0.86547 -0.41 0.57 -0.30 0.105
H 2.54321 2.23411 0.44678 -0.13 0.53 -0.19 0.055
H 0.90497 2.69190 -0.23059 0.27 0.14 -0.13 0.060
H 1.10971 2.26506 1.45645 -0.11 -0.04 0.20 0.056
H -1.86194 -1.89734 2.10592 -0.09 0.42 -0.07 -0.026
H -1.11593 -1.97929 0.65253 0.33 0.47 0.36 -0.033
O -1.43335 -2.48406 1.49057 -0.21 -1.01 0.13 -0.163
H -1.01639 -0.99855 -1.59969 0.12 -0.38 -0.28 -0.047
H -2.00166 -1.76734 -2.55664 0.09 0.15 0.00 -0.016
O -1.44462 -0.98107 -2.55958 -0.34 0.05 -0.23 -0.196
```
Forces are in eV/Å.

=====

No. 2
Computed, not measured: 2 unconnected molecules or ions with the total composition C3H11P2S in a non-equilibrium geometry, with wB97M-V/def2-TZVPD.

## Properties
Energy above the lowest of the compared OMol25 structures with the same formula, charge and spin   68.3 kcal per mole
Spin multiplicity   1
Frontier orbital gap (alpha / beta)   5.68 / 7.07 eV
E_HOMO (alpha / beta)   -12.8968 / -12.6330 eV
E_LUMO (alpha / beta)   -7.22 / -5.57 eV
Net charge   +1
Largest force on an atom   2.825 eV/Å

Structure (XYZ):
```
17
Properties=species:S:1:pos:R:3:forces:R:3:lowdin_charge:R:1
C -0.31038 2.20426 0.85107 1.31 -0.89 0.27 -0.284
C -0.67490 -0.49894 1.93771 1.08 -0.03 -0.75 -0.281
C 3.13122 -0.32169 -2.26301 -0.26 0.85 -2.58 -0.549
P -2.84741 0.40371 -0.22190 0.31 -0.91 -0.05 0.681
P -0.74065 0.44611 0.30922 0.57 1.00 2.58 0.698
S 1.56101 -1.06577 -1.89172 -0.44 0.53 -0.13 0.593
H -1.21554 2.60470 1.30521 -0.06 0.15 -0.15 0.041
H -0.06045 2.65745 -0.09875 -0.09 0.75 0.02 0.021
H 0.56853 2.35996 1.58779 -1.41 -0.78 -1.30 0.094
H -0.72586 0.16850 2.82414 0.32 -0.26 -0.77 0.069
H 0.22175 -1.15281 1.90543 -0.12 0.79 0.30 0.054
H -1.45088 -1.21957 2.01320 -1.09 -0.47 -0.14 0.017
H 3.72569 -1.20478 -2.25233 0.91 -0.96 -0.25 0.012
H 3.49106 0.24812 -1.47271 0.52 1.15 1.49 -0.010
H 3.36319 0.25517 -3.26748 -1.11 -1.39 1.82 0.103
H -2.72320 1.02771 -1.43531 0.12 1.18 -0.71 -0.140
H -2.42822 -0.70785 -0.99309 -0.57 -0.72 0.36 -0.119
```
Forces are in eV/Å.

=====

No. 3
Computed, not measured: a molecular structure, C3H12AgClN2O3 in a non-equilibrium geometry, with wB97M-V/def2-TZVPD.

## Properties
Energy above the lowest of the compared OMol25 structures with the same formula, charge and spin   7.9 kcal per mole
Spin multiplicity   2
Frontier orbital gap (alpha / beta)   7.20 / 2.90 eV
E_HOMO (alpha / beta)   -12.1851 / -12.1826 eV
E_LUMO (alpha / beta)   -4.99 / -9.28 eV
Net charge   +1
Largest force on an atom   2.600 eV/Å
⟨S²⟩   0.784

Structure (XYZ):
```
22
Properties=species:S:1:pos:R:3:forces:R:3:mulliken_spin:R:1
Ag 10.39814 15.04289 12.84198 0.35 0.20 1.08 0.000
Cl 11.24459 15.39033 15.31739 -0.30 -0.46 -0.75 0.021
C 10.44193 18.99347 17.25463 -0.25 -0.51 0.15 0.000
O 11.02877 18.69557 16.00069 0.16 0.21 -0.06 0.001
H 10.66059 18.21230 17.99195 0.14 0.08 0.06 0.000
H 10.83552 19.93516 17.62745 0.02 0.06 -0.11 0.000
H 9.35177 19.04521 17.18789 0.00 0.18 -0.06 0.000
H 11.04367 17.74314 15.87164 -0.07 -0.03 0.01 0.000
C 8.81586 15.38445 18.38023 0.21 0.27 -0.51 0.007
O 8.23226 15.70972 17.13267 -0.28 -0.29 -0.08 0.009
H 9.66518 14.69400 18.29158 0.00 -0.08 -0.13 -0.004
H 9.18259 16.30381 18.84097 -0.07 -0.10 0.39 0.001
H 8.05672 14.88950 18.97812 -0.02 0.17 0.19 0.000
H 8.88553 15.71302 16.42838 0.30 0.03 0.11 -0.001
C 13.30115 12.57500 18.02476 1.10 1.48 1.84 -0.083
O 13.03707 11.58066 17.34935 -0.34 -0.09 -0.62 0.514
N 12.59067 13.75037 17.83514 0.02 -1.06 -0.85 0.631
N 14.28452 12.64357 18.95284 -0.73 -1.00 -0.93 -0.051
H 12.88840 14.60664 18.29103 -0.11 0.23 -0.21 -0.023
H 12.02599 13.80022 16.97354 -0.39 0.46 0.08 -0.023
H 14.46634 13.45369 19.51320 0.12 0.04 0.15 0.002
H 14.78422 11.77740 19.09533 0.16 0.23 0.28 0.001
```
Forces are in eV/Å.

=====

No. 4
Computed, not measured: a molecular structure, C3H12As3F18N6O3Tl in a non-equilibrium geometry, with wB97M-V/def2-TZVPD.

## Properties
Energy above the lowest of the compared OMol25 structures with the same formula, charge and spin   110.4 kcal per mole
Spin multiplicity   1
Frontier orbital gap   1.47 eV
E_HOMO   -11.4946 eV
E_LUMO   -10.02 eV
Net charge   0
Largest force on an atom   7.805 eV/Å

Structure (XYZ):
```
46
Properties=species:S:1:pos:R:3:forces:R:3:lowdin_charge:R:1
Tl -0.94052 0.05085 -1.34839 0.19 -0.01 -0.04 0.954
As -0.00761 6.24442 -1.73953 -0.24 0.69 0.35 0.823
F 1.09162 6.21078 -3.07419 0.00 -0.27 0.44 -0.254
F -1.30051 6.54833 -2.86070 0.27 -0.27 0.42 -0.255
F -1.18739 6.33759 -0.41416 0.81 -0.41 -0.52 -0.301
F 1.30748 5.91401 -0.58986 -0.67 0.00 -0.46 -0.301
F 0.29585 8.01516 -1.53702 -0.28 -1.76 -0.13 -0.288
F -0.26199 4.42597 -1.86365 0.16 1.63 0.21 -0.333
As 0.12225 -3.29584 -6.59690 -1.11 -0.62 -0.60 0.920
F -1.62747 -3.62519 -6.69349 1.29 0.28 0.17 -0.276
F 0.23973 -4.86738 -5.67635 0.16 2.03 -0.87 -0.273
F 1.82981 -2.97050 -6.41685 -1.18 -0.29 -0.12 -0.254
F -0.16292 -1.85715 -7.61629 0.48 -0.91 1.06 -0.253
F -0.19901 -2.27904 -5.08729 0.41 -1.24 -1.46 -0.325
F 0.37890 -4.19065 -8.17883 -0.11 0.87 2.08 -0.269
As 0.93571 -3.41645 3.38769 -0.15 -1.63 1.56 0.843
F 0.11123 -2.35811 2.25087 0.36 -0.19 0.20 -0.297
F -0.62242 -3.71973 4.25595 1.17 0.19 -1.09 -0.304
F 1.68797 -4.65357 4.48488 -0.69 1.57 -0.90 -0.285
F 2.53407 -3.08320 2.73991 -1.02 -0.17 -0.11 -0.272
F 1.16486 -2.05242 4.48815 -0.02 -0.74 -0.51 -0.291
F 0.63319 -4.77470 2.26206 0.14 1.17 0.64 -0.294
C -1.33734 3.08342 3.31917 -1.76 0.85 -2.66 -0.683
O -1.21776 2.49129 2.25296 0.71 -0.29 -1.09 0.148
N -1.80944 4.33244 3.41222 -0.73 2.44 -1.32 0.230
N -1.22797 2.56368 4.47278 0.95 -1.83 4.28 0.232
H -2.05786 4.85039 2.58149 0.21 -0.14 -0.21 0.139
H -1.87629 4.87274 4.26293 0.32 -0.24 -0.05 0.131
H -0.97411 1.60117 4.64375 0.13 0.19 0.07 0.157
H -1.29739 3.27558 5.18585 0.28 -1.10 0.75 0.135
C 4.10947 1.92292 0.55787 1.40 -1.74 -0.45 -0.769
O 3.07805 1.40866 0.30316 -4.78 -2.44 -1.39 0.223
N 4.19285 3.08508 1.01631 0.22 6.86 2.10 0.277
N 5.25734 1.32354 0.51705 2.82 -2.79 -0.66 0.249
H 5.08298 3.34543 1.41628 -0.49 0.67 0.13 0.148
H 3.46386 3.76719 0.86332 -0.05 0.08 0.21 0.162
H 5.21134 0.33436 0.31827 0.62 -0.03 0.05 0.152
H 6.08067 1.76907 0.89617 0.00 -0.58 -0.10 0.140
C -3.46754 -4.76925 -0.22282 3.85 2.63 -1.57 -0.735
O -2.60860 -3.93553 -0.58260 -0.15 0.25 0.13 0.156
N -4.69936 -4.69613 -0.42351 -6.68 3.16 -2.50 0.223
N -3.23614 -5.84000 0.39002 3.21 -4.82 3.36 0.258
H -4.97515 -3.84922 -0.89974 -0.87 -0.30 0.04 0.153
H -5.35193 -5.31210 0.04000 -0.21 0.61 -0.42 0.147
H -2.29402 -5.95947 0.73389 -0.08 -0.67 0.42 0.164
H -4.06847 -6.26844 0.76919 1.11 -0.70 0.58 0.146
```
Forces are in eV/Å.

=====

No. 5
Computed, not measured: a molecular structure, C3H12BrCoN6O3 in a non-equilibrium geometry, with wB97M-V/def2-TZVPD.

## Properties
Energy above the lowest of the compared OMol25 structures with the same formula, charge and spin   23.8 kcal per mole
Spin multiplicity   5
Frontier orbital gap (alpha / beta)   8.61 / 5.30 eV
E_HOMO (alpha / beta)   -9.6548 / -9.6537 eV
E_LUMO (alpha / beta)   -1.05 / -4.36 eV
Net charge   0
Largest force on an atom   8.528 eV/Å
⟨S²⟩   6.006

Structure (XYZ):
```
26
Properties=species:S:1:pos:R:3:forces:R:3:mulliken_spin:R:1
Co 2.13401 1.88770 -2.60571 -1.07 -0.54 1.11 3.811
Br 0.40392 1.05900 -0.79038 1.50 0.70 -1.25 0.184
C -0.43560 -2.58602 1.04223 -1.44 -2.04 0.61 0.000
O -0.84772 -3.51159 1.70464 -0.37 -0.87 0.81 0.001
N -0.98960 -2.11511 -0.03188 -3.22 0.67 -3.56 -0.001
N 0.64594 -1.92578 1.23786 4.50 1.34 2.44 0.000
H -0.64742 -1.21749 -0.34380 -0.95 -0.32 -0.50 -0.004
H -1.91515 -2.47023 -0.22518 0.14 0.47 -0.38 -0.001
H 1.11555 -2.21181 2.08505 0.65 0.76 -0.29 0.000
H 0.89596 -1.19071 0.59190 0.51 -0.20 0.88 0.001
C 3.20976 0.19251 2.54895 -1.29 0.54 4.60 0.002
O 3.46966 0.13133 3.74269 1.25 -0.04 0.41 0.000
N 3.57745 -0.65766 1.66624 3.26 -4.14 -2.72 0.000
N 2.28303 0.97074 2.10637 -3.46 3.98 -2.54 0.003
H 3.23933 -0.75281 0.71929 0.16 0.07 0.46 0.000
H 4.19024 -1.35053 2.07185 -0.01 -0.22 -0.65 0.000
H 2.12834 0.98563 1.10841 -0.21 0.27 0.29 0.003
H 1.84781 1.73503 2.60291 0.46 -0.43 0.31 0.000
C -3.50819 1.40031 -2.52418 -1.93 -0.58 0.86 0.000
O -4.61435 1.00813 -2.64974 -3.89 -2.02 -0.70 0.000
N -2.93759 2.23091 -3.26415 2.84 5.46 -5.90 -0.001
N -2.71662 1.11840 -1.56472 2.52 -3.25 6.24 0.002
H -2.02647 2.55616 -2.97404 -0.31 0.21 -0.94 0.001
H -3.38964 2.50058 -4.12615 0.38 0.30 0.23 0.000
H -3.14918 0.50548 -0.88847 0.37 0.18 0.33 0.000
H -1.96346 1.70783 -1.24000 -0.39 -0.31 -0.16 -0.003
```
Forces are in eV/Å.

=====

No. 6
Computed, not measured: a molecular structure, C3H12ClMgN6O3 in a non-equilibrium geometry, with wB97M-V/def2-TZVPD.

## Properties
Spin multiplicity   2
Frontier orbital gap (alpha / beta)   7.64 / 7.86 eV
E_HOMO (alpha / beta)   -7.9914 / -9.7057 eV
E_LUMO (alpha / beta)   -0.35 / -1.85 eV
Net charge   0
Largest force on an atom   6.023 eV/Å
⟨S²⟩   0.751

Structure (XYZ):
```
26
Properties=species:S:1:pos:R:3:forces:R:3:mulliken_spin:R:1
Mg 1.43860 3.47337 -0.49709 0.18 0.36 0.11 1.006
Cl 0.62636 1.39847 -0.36248 -0.26 -0.36 0.00 -0.019
C 1.70422 -1.11148 -3.59727 -1.64 -0.86 -1.52 0.002
O 2.08644 -1.98080 -4.33503 1.41 -1.03 -1.37 0.000
N 1.82604 -1.17392 -2.30116 0.80 -0.04 2.67 -0.001
N 0.86782 -0.15705 -4.02074 -1.23 2.24 -1.19 0.000
H 1.49733 -0.38893 -1.75724 0.57 -0.49 0.58 0.005
H 2.43335 -1.93061 -2.02062 -0.19 0.45 0.70 0.000
H 0.46159 0.54403 -3.41778 0.23 -0.14 -0.12 0.002
H 0.74978 -0.03266 -5.01608 0.06 -0.14 0.31 0.000
C -2.68727 -1.46207 -0.77317 -1.71 -0.20 -2.29 0.000
O -3.65224 -2.19698 -0.79326 -0.39 -0.87 0.71 0.000
N -2.23181 -0.76046 0.21524 0.49 0.90 4.50 0.000
N -2.06515 -1.07586 -1.88478 0.99 -0.16 -2.76 0.000
H -1.64145 0.04345 0.05619 -0.28 -0.18 0.40 0.001
H -2.75621 -0.92473 1.06266 0.45 0.59 0.19 0.000
H -1.10650 -0.77934 -1.76997 -0.07 -0.26 -0.62 0.000
H -2.35035 -1.61734 -2.68825 0.57 0.18 -0.13 0.000
C 0.85965 1.64842 4.11942 1.26 1.50 -3.29 0.005
O 1.60726 2.51707 3.73171 1.12 1.94 -0.81 0.000
N 0.08875 0.98764 3.29416 -1.98 -1.38 -2.26 -0.003
N 0.80806 1.28090 5.32495 -0.23 -1.61 5.80 0.000
H 0.14236 1.30002 2.33517 -0.25 -0.58 0.06 0.004
H -0.44538 0.18882 3.60508 0.00 0.28 -0.59 -0.001
H 1.43287 1.77707 5.94425 -0.27 -0.56 0.25 -0.001
H 0.30588 0.43297 5.54610 0.36 0.41 0.68 0.000
```
Forces are in eV/Å.

=====

The evaluated total energy for the records listed, in turn: -9432.65472 -32691.87969 -28940.23758 -254510.06665 -126055.19223 -36358.53780 eV.